13
Properties=species:S:1:pos:R:3 method="wB97M-V/def2-TZVPD" total_energy_ev=-18155.4885 e_above_lowest_kj_mol=108.6 charge=-1 e_lumo_ev=3.395 homo_energy_ev=-4.018 multiplicity=1
C 0.286 0.648 2.521
C -0.793 0.249 1.521
S -1.112 1.622 0.331
H 0.748 -0.283 2.901
H -0.231 1.076 3.354
H 0.903 1.367 2.105
H -0.577 -0.659 0.870
H -1.791 -0.070 2.047
H -0.530 0.911 -0.613
O 0.634 -2.536 -2.177
C 0.986 -1.292 -1.998
O 1.289 -0.597 -0.966
H 1.027 -0.860 -3.071